Record 1
# C4H13NO

A molecular structure, C4H13NO in a non-equilibrium geometry (ωB97M-V with the def2-TZVPD basis set, OMol25).

**HOMO-LUMO gap**: 7.84 eV
**Net charge**: 0

```
19
Properties=species:S:1:pos:R:3:forces:R:3:mulliken_charge:R:1
C -2.15538 -0.07967 0.38041 -1.8 -0.6 -1.7 -1.1214
C -1.06776 -1.05585 0.80323 0.1 0.9 2.0 -0.3596
N 0.24874 -0.92538 0.19114 -1.1 3.2 -1.0 -0.2266
C 0.95321 0.18377 0.53502 2.7 -5.1 2.6 -0.1554
C 2.33986 0.18872 -0.10766 -0.5 0.6 -0.3 -1.0793
H -3.10596 -0.53778 0.68099 0.1 0.0 0.3 0.3839
H -2.29264 0.96047 0.67371 1.1 0.0 0.5 0.3381
H -2.29448 -0.08717 -0.70924 0.4 0.1 0.0 0.2973
H -1.47527 -2.05601 0.69236 0.4 -0.1 -0.3 0.3423
H -0.94058 -0.86554 1.88151 0.0 -0.5 0.0 0.3074
H 0.43363 1.92496 -0.12174 -0.2 -0.8 0.0 0.4403
H 0.94989 0.34861 1.61451 -0.4 1.1 -0.1 0.5314
H 0.37768 1.10780 -0.19091 -0.8 2.5 -0.9 -0.2909
H 2.98696 0.95711 0.30967 0.0 0.0 0.1 0.3784
H 2.19490 0.35575 -1.17479 0.1 -0.1 0.0 0.3066
H 2.74438 -0.81063 0.02542 0.1 0.1 0.1 0.3247
H -0.24106 0.81852 -2.41265 -0.1 -0.1 -0.1 0.2048
H 0.07279 -0.46877 -0.89946 0.4 -0.9 -2.8 0.2245
O 0.27109 0.04108 -2.17153 -0.5 -0.2 1.3 -0.8464
```
Positions in Å, forces in eV/Å.



Record 2
# C4H13NO

2 unconnected molecules or ions with the total composition C4H13NO in a non-equilibrium geometry (ωB97M-V with the def2-TZVPD basis set, OMol25).

**HOMO-LUMO gap**: 9.31 eV
**Net charge**: 0

```
19
Properties=species:S:1:pos:R:3:forces:R:3:mulliken_charge:R:1
C 0.05929 -0.83543 0.34339 -1.0 -1.4 0.6 -0.9221
N 0.84472 0.32357 0.18035 1.2 2.9 1.8 -0.3483
C -0.77240 1.44924 -1.38731 0.2 1.4 -3.0 -1.3007
C 0.35550 1.62196 -0.38287 0.6 -0.2 -1.7 0.6016
C 1.62071 2.18711 -1.14034 0.7 -0.4 1.0 -1.4474
H -0.81762 -0.83493 1.00090 -0.2 0.6 0.4 0.3166
H 0.66003 -1.67425 0.74249 0.1 0.5 -0.4 0.3087
H -0.37282 -1.15512 -0.59065 0.2 -0.2 -0.6 0.2858
H 1.28573 0.66023 1.07012 -0.4 -1.2 -1.0 0.2415
H -1.57019 2.20476 -1.32633 0.2 -0.3 0.4 0.2793
H -1.23553 0.50706 -1.60304 -0.2 -0.8 0.9 0.3902
H -0.34523 1.64975 -2.43948 -0.5 -0.1 1.4 0.2537
H 0.06106 2.42646 0.33743 0.1 -1.1 0.0 0.2297
H 2.29224 2.62350 -0.35886 -0.3 0.1 -1.0 0.2815
H 1.57300 2.70518 -2.09823 -1.0 1.4 0.7 0.3988
H 2.17595 1.38234 -1.59253 0.2 -1.2 0.6 0.4312
H -1.82506 -4.28193 2.86304 -0.2 -1.0 0.4 0.3202
H -2.26968 -5.70525 3.54647 1.0 1.4 -1.3 0.3320
O -1.71969 -5.25426 2.83545 -0.7 -0.4 0.9 -0.6524
```
Positions in Å, forces in eV/Å.



Record 3
# C4H13NO

4 unconnected molecules or ions with the total composition C4H13NO in a non-equilibrium geometry (ωB97M-V with the def2-TZVPD basis set, OMol25).

**HOMO-LUMO gap**: 9.32 eV
**Net charge**: 0

```
19
Properties=species:S:1:pos:R:3:forces:R:3:mulliken_charge:R:1
C -1.29140 0.44119 -0.16088 -1.3 2.6 1.5 0.8353
C -2.49859 -0.45927 -0.10865 0.7 -0.6 -0.3 -1.1670
C -0.74211 0.96441 0.96760 -0.9 -0.1 -1.1 -1.3674
O -1.17602 1.19842 -1.31435 0.3 -0.9 0.3 -0.5470
H -1.47387 0.66790 -2.06287 0.1 0.0 0.0 0.3677
H 0.63623 -1.17939 -0.58180 -2.3 0.0 -1.8 0.3369
H -1.12667 0.68084 1.93407 0.2 -0.4 0.1 0.3757
H 0.94847 -0.28135 0.92010 0.9 -0.4 -0.2 0.1327
H -3.40244 0.11899 -0.31135 0.1 0.1 0.0 0.3281
H -2.40756 -1.25330 -0.85180 -0.1 0.0 -0.1 0.3254
H -2.58689 -0.93774 0.86338 0.0 0.0 0.1 0.3470
H -0.21661 1.90541 0.91022 0.4 -0.1 -0.1 0.3062
C 2.70889 0.17246 -0.06720 -0.1 -0.1 0.1 -0.7894
N 1.74282 -0.78432 0.46700 0.1 0.4 1.1 -0.4737
H 2.16619 -1.40942 1.14288 0.0 0.0 0.0 0.2391
H -0.12731 -1.09933 -1.07352 1.9 -0.7 0.7 -0.1402
H 3.50602 -0.35927 -0.58814 0.0 0.0 0.0 0.3340
H 2.19264 0.80177 -0.79026 0.0 0.1 -0.1 0.2517
H 3.14819 0.81200 0.70559 0.0 0.0 -0.1 0.3049
```
Positions in Å, forces in eV/Å.



Record 4
# C4H13NO

3 unconnected molecules or ions with the total composition C4H13NO in a non-equilibrium geometry (ωB97M-V with the def2-TZVPD basis set, OMol25).

**HOMO-LUMO gap (spin up / spin down)**: 7.33 / 7.10 eV
**Net charge**: 0

```
19
Properties=species:S:1:pos:R:3:forces:R:3:mulliken_charge:R:1
C -0.73510 -1.12826 -0.60950 0.3 0.8 0.0 -0.2209
C -0.13050 -2.17958 -1.48061 0.2 0.1 0.0 -1.1264
O -1.19864 0.03336 -1.32281 0.1 -0.2 0.0 -0.5550
H -1.68568 -0.18311 -2.13200 0.1 -0.2 0.2 0.2773
H -1.52748 -1.50891 0.04338 0.1 0.1 0.1 0.2298
H -0.76246 1.11205 0.23925 0.2 0.1 0.2 0.3411
H -0.73224 -2.41202 -2.37577 0.0 0.1 0.2 0.3791
H -0.00145 -3.10989 -0.92110 0.0 0.1 0.0 0.2981
H 0.86463 -1.87873 -1.85009 -0.1 0.0 0.1 0.3004
C 0.11961 2.37962 1.66458 -0.2 -0.2 -0.1 -0.9261
C 1.24150 -0.15162 0.18904 0.2 -1.0 -0.5 -0.6260
N -0.17311 1.07402 1.07112 -0.9 0.4 0.0 -0.5135
H -0.60408 0.40401 1.69547 0.1 0.1 0.1 0.3072
H -0.78132 2.91064 1.98873 0.1 0.0 0.0 0.3250
H 0.63149 2.99526 0.92455 0.0 0.0 0.0 0.3130
H 0.78011 2.25345 2.52373 0.0 0.0 0.0 0.3346
H 1.46344 -1.15984 0.50816 0.1 -0.3 -0.3 0.2908
H 1.92853 0.50850 0.71680 -0.3 0.2 0.2 0.3089
H 1.30274 0.04105 -0.87294 0.1 -0.2 -0.1 0.2625
```
Positions in Å, forces in eV/Å.



Record 5
# C4H13NO

2 unconnected molecules or ions with the total composition C4H13NO in a non-equilibrium geometry (ωB97M-V with the def2-TZVPD basis set, OMol25).

**HOMO-LUMO gap**: 9.05 eV
**Net charge**: 0

```
19
Properties=species:S:1:pos:R:3:forces:R:3:mulliken_charge:R:1
C 0.97676 -0.01303 -0.72595 -1.7 -1.4 -2.3 -1.3938
C 0.62094 -0.65304 0.58441 0.4 0.9 0.8 -0.1871
N -0.34610 0.15398 1.38247 1.1 -1.2 0.3 -0.0263
C -0.12547 -0.24189 2.78676 -2.8 0.0 -0.6 -1.0667
C -0.50452 1.57584 1.15356 1.7 0.1 -0.6 -0.9468
H 1.25871 1.01058 -0.92268 0.7 0.2 1.1 0.3427
H 1.66084 -0.69274 -1.23468 0.2 0.2 -0.1 0.3345
H 0.04836 -0.04471 -1.34833 0.4 -0.2 0.2 0.3784
H 1.56984 -0.87865 1.13159 -0.4 0.6 0.1 0.2853
H 0.22552 -1.68166 0.43553 -0.2 0.7 -0.2 0.2687
H 0.84653 -0.07702 3.24163 0.4 0.1 -0.2 0.3572
H -0.43286 -1.29737 2.75260 0.7 0.0 0.6 0.3537
H -0.91077 0.23672 3.40711 0.5 -0.1 -0.2 0.3536
H -1.55258 1.87049 1.23358 0.3 0.3 0.5 0.3117
H 0.26013 2.13054 1.71453 -0.8 0.4 1.0 0.3493
H -0.12592 1.92662 0.18460 -0.7 -0.7 -0.3 0.2868
H -1.56868 -1.30761 -5.86228 -0.2 -0.4 -0.5 0.3183
H -0.99661 -0.58422 -4.72934 0.4 -0.3 0.3 0.3096
O -0.90412 -1.43282 -5.18512 -0.2 0.7 0.2 -0.6289
```
Positions in Å, forces in eV/Å.



Record 6
# C4H13NO2

3 unconnected molecules or ions with the total composition C4H13NO2 in a non-equilibrium geometry (ωB97M-V with the def2-TZVPD basis set, OMol25).

**Multiplicity**: 2
**HOMO-LUMO gap (spin up / spin down)**: 3.45 / 5.36 eV
**Net charge**: -1
**<S²>**: 0.755

```
20
Properties=species:S:1:pos:R:3:forces:R:3:lowdin_spin:R:1
C -2.86488 -1.11422 -1.10325 1.1 -0.9 0.0 0.0232
C -1.46472 -1.55611 -0.55030 -0.6 1.9 0.1 0.0898
C -0.81997 -0.49926 0.34450 0.2 0.1 -1.0 0.4145
C 0.54020 -0.11158 0.20090 0.6 -0.3 0.9 0.2287
N -1.45979 -0.37434 1.63129 -0.6 -0.6 -0.3 0.0497
H -3.32111 -0.48238 -0.35294 -0.5 0.1 -0.1 0.0018
H -3.47677 -1.98411 -1.36893 -0.2 0.1 0.3 0.0029
H -2.67368 -0.59513 -2.04452 -0.2 0.4 0.2 0.0026
H -0.82132 -1.66947 -1.42014 0.2 -0.7 0.2 0.0044
H -1.55867 -2.41539 0.11774 0.0 -0.6 -0.4 0.0290
H 1.01711 0.06272 -0.76039 -0.2 -0.4 -0.2 0.0237
H 1.22981 -0.62640 0.91539 0.1 0.3 0.0 0.0642
H -2.04524 0.45456 1.62275 0.3 0.0 0.4 0.0188
H -0.79165 -0.30643 2.38507 0.2 0.3 0.1 0.0106
H 4.10262 2.35134 -2.01071 0.2 -0.2 -0.1 0.0018
H 5.51037 1.75316 -1.87394 -0.2 0.0 0.0 0.0003
O 4.85529 2.02431 -2.52621 -0.1 0.2 0.1 0.0030
H 1.15118 1.05421 1.78981 -0.6 0.9 -0.2 0.0094
H 1.88747 2.18692 2.60968 -0.4 -0.2 -0.1 0.0019
O 1.00375 1.84760 2.39422 0.7 -0.3 0.2 0.0197
```
Positions in Å, forces in eV/Å.



Record 7
# C4H13NO2

3 unconnected molecules or ions with the total composition C4H13NO2 in a non-equilibrium geometry (ωB97M-V with the def2-TZVPD basis set, OMol25).

**Multiplicity**: 2
**HOMO-LUMO gap (spin up / spin down)**: 7.06 / 4.80 eV
**Net charge**: -1
**<S²>**: 0.759

```
20
Properties=species:S:1:pos:R:3:forces:R:3:lowdin_spin:R:1
C 0.09176 0.70865 -0.25904 -0.1 0.0 0.1 0.0749
N 1.24377 1.46559 0.08649 0.0 0.3 0.2 0.1749
C -3.27042 0.31456 -0.43765 -0.3 0.5 -0.2 0.0638
O -2.35508 -0.01724 0.50860 -0.5 -0.2 0.7 0.5747
C 0.42561 -0.75644 -0.54702 -0.2 -0.3 -0.3 0.0023
C 0.38413 -1.68030 0.68137 0.3 1.0 -0.1 0.0019
H -0.68688 0.80195 0.56781 0.0 -0.3 -0.4 0.0300
H -0.44063 1.15322 -1.11117 -0.1 0.0 -0.2 0.0088
H 1.07495 2.18249 0.77993 0.2 -0.1 -0.2 0.0062
H -4.33276 0.20825 -0.10659 0.5 -0.3 0.3 0.0349
H -3.25922 1.38746 -0.68580 0.3 0.2 -0.1 0.0229
H -3.15970 -0.24962 -1.36196 0.0 -0.2 -0.4 -0.0022
H 1.43125 -0.77123 -0.96978 0.1 -0.1 0.1 0.0005
H -0.21936 -1.17327 -1.33039 -0.3 0.2 0.1 -0.0001
H 1.21159 -1.39028 1.32016 0.2 0.0 0.2 0.0001
H -0.53835 -1.54323 1.25152 -0.1 -0.3 -0.2 -0.0007
H 0.55957 -2.70272 0.37070 -0.2 -0.3 0.1 0.0002
H 2.20101 0.95953 0.11169 -0.1 -0.3 0.1 0.0018
H 4.19835 0.06248 0.36592 0.0 0.0 0.0 -0.0001
O 3.34749 -0.05539 -0.06635 0.1 0.0 0.0 0.0053
```
Positions in Å, forces in eV/Å.



Record 8
# C4H13NO2

3 unconnected molecules or ions with the total composition C4H13NO2 (ωB97M-V with the def2-TZVPD basis set, OMol25).

**HOMO-LUMO gap (spin up / spin down)**: 8.79 / 8.79 eV
**Net charge**: 0

```
20
Properties=species:S:1:pos:R:3:forces:R:3:mulliken_charge:R:1
C 0.12999 -0.34267 1.93913 0.0 0.2 -0.1 0.2260
C 1.15469 -1.29419 1.35040 -0.1 0.1 0.1 -1.2428
N -0.44904 0.48173 0.89822 0.3 0.2 0.2 -0.3297
O 0.81097 0.42133 2.93744 -0.1 -0.1 0.0 -0.5560
H 0.18029 1.00252 3.37732 0.0 -0.1 -0.1 0.3221
H -0.68888 -0.90693 2.40648 0.1 0.0 0.0 0.2706
H 0.20923 0.99070 0.29773 -0.1 -0.1 0.3 0.3155
H -1.16879 1.11651 1.22173 0.0 -0.1 0.1 0.2181
H 1.59936 -1.89191 2.14406 0.0 0.0 0.0 0.3524
H 1.94320 -0.72541 0.85626 0.0 0.0 0.0 0.3340
H 0.68851 -1.95384 0.61956 0.0 0.0 0.0 0.3194
C -1.23696 -0.40258 -0.96053 0.2 0.1 -1.0 -0.6091
C 0.23242 1.08239 -2.78443 -0.2 -0.4 -0.3 -0.6632
O -0.10480 1.19655 -1.45517 -0.3 -0.6 0.7 -0.6631
H -0.49103 0.43559 -3.33403 0.0 0.1 0.1 0.2657
H 0.20908 2.05710 -3.29728 0.0 -0.1 0.1 0.2415
H -1.99404 0.19301 -1.44702 0.0 -0.2 -0.2 0.3653
H -1.65233 -1.08230 -0.22438 0.1 0.5 0.5 0.3154
H -0.59490 -0.99961 -1.59351 0.1 0.3 -0.4 0.2773
H 1.22300 0.62202 -2.95200 -0.1 0.1 0.1 0.2406
```
Positions in Å, forces in eV/Å.



Energy above the lowest of the compared OMol25 structures with the same formula, charge and spin
In order: 535.3 183.1 311.0 521.1 168.6 146.8 186.2 435.4
Unit: kJ/mol